# 1
96
Properties=species:S:1:pos:R:3:lowdin_charge:R:1 method="wB97M-V/def2-TZVPD" smiles="O=C1CCCO1.O=C1CCCO1.CCCC#N.CCCC#N.CCCC#N.CCCC#N.CCCC#N.CCCC#N" gap_ev=10.5149 e_homo_ev=-9.94
O 1.374 -15.035 12.398 0.108
C 1.712 -13.931 12.096 -0.540
C 1.243 -12.646 12.645 -0.098
C 1.627 -11.635 11.522 -0.094
C 2.983 -12.320 11.024 -0.133
O 2.750 -13.720 11.272 -0.013
H 0.181 -12.634 12.961 0.136
H 1.840 -12.479 13.542 0.077
H 0.849 -11.637 10.711 0.128
H 1.791 -10.691 11.967 0.090
H 3.273 -12.052 9.978 0.131
H 3.815 -12.056 11.625 0.079
O 4.858 -20.891 13.714 0.127
C 3.740 -20.555 13.605 -0.505
C 2.462 -21.420 13.636 -0.082
C 1.360 -20.389 13.334 -0.162
C 1.961 -19.073 13.817 -0.151
O 3.382 -19.226 13.601 -0.041
H 2.532 -22.342 13.032 0.122
H 2.363 -21.915 14.666 0.143
H 1.270 -20.372 12.222 0.100
H 0.402 -20.696 13.767 0.114
H 1.595 -18.221 13.247 0.121
H 1.788 -18.894 14.865 0.120
C 1.443 -17.705 9.282 -0.120
C 2.851 -17.208 9.087 -0.281
C 2.841 -15.792 8.455 -0.179
C 4.190 -15.215 8.324 -0.183
N 5.272 -14.847 8.112 0.163
H 0.843 -17.415 8.399 0.083
H 1.086 -17.266 10.233 0.078
H 1.471 -18.790 9.485 0.043
H 3.438 -17.874 8.405 0.119
H 3.334 -17.192 10.132 0.116
H 2.262 -15.149 9.091 0.094
H 2.345 -15.845 7.499 0.115
C 7.011 -20.908 9.926 -0.075
C 6.531 -19.488 9.593 -0.255
C 5.479 -19.020 10.579 -0.191
C 4.165 -19.748 10.472 -0.185
N 3.099 -20.139 10.371 0.188
H 6.193 -21.581 9.869 0.065
H 7.520 -20.859 10.914 0.087
H 7.783 -21.073 9.209 0.060
H 6.020 -19.493 8.653 0.101
H 7.277 -18.736 9.567 0.080
H 5.389 -17.950 10.501 0.071
H 5.804 -19.260 11.584 0.093
C 7.424 -11.344 10.114 -0.089
C 7.095 -12.771 10.688 -0.238
C 7.751 -13.822 9.833 -0.205
C 7.525 -15.208 10.363 -0.214
N 7.364 -16.225 10.839 0.170
H 8.436 -11.085 10.448 0.070
H 6.756 -10.556 10.460 0.064
H 7.390 -11.348 9.028 0.069
H 6.016 -12.778 10.520 0.087
H 7.288 -12.899 11.713 0.096
H 8.839 -13.838 9.975 0.121
H 7.553 -13.806 8.764 0.094
C 4.476 -16.207 13.358 -0.100
C 3.703 -16.050 14.664 -0.234
C 4.312 -14.908 15.494 -0.169
C 4.181 -13.636 14.817 -0.179
N 3.868 -12.629 14.323 0.173
H 4.428 -15.322 12.742 0.048
H 4.237 -17.142 12.780 0.072
H 5.586 -16.222 13.616 0.076
H 3.656 -16.963 15.263 0.097
H 2.665 -15.768 14.363 0.102
H 5.320 -15.066 15.722 0.099
H 3.864 -14.841 16.459 0.091
C 2.979 -11.211 18.490 -0.110
C 1.564 -11.691 18.356 -0.273
C 1.394 -13.022 17.554 -0.186
C 1.974 -14.100 18.302 -0.269
N 2.261 -14.799 19.136 0.171
H 3.335 -11.306 17.422 0.088
H 3.528 -11.835 19.167 0.066
H 2.974 -10.148 18.806 0.085
H 1.012 -10.941 17.734 0.123
H 1.176 -11.861 19.331 0.095
H 1.795 -12.806 16.605 0.071
H 0.292 -13.203 17.382 0.141
C 9.816 -18.831 15.736 -0.099
C 9.324 -19.005 14.321 -0.252
C 8.116 -18.122 13.999 -0.185
C 7.014 -18.235 14.993 -0.226
N 6.178 -18.313 15.785 0.171
H 10.300 -17.928 15.875 0.052
H 10.579 -19.564 15.879 0.069
H 9.078 -18.937 16.481 0.061
H 9.035 -20.034 14.186 0.105
H 10.097 -18.883 13.574 0.109
H 7.726 -18.512 13.042 0.096
H 8.306 -17.017 13.801 0.132

***

# 2
10
Properties=species:S:1:pos:R:3:lowdin_charge:R:1 method="wB97M-V/def2-TZVPD" smiles="O=C1NN=CON1" gap_ev=11.1232 e_homo_ev=-10.45
O -2.274 -0.059 -0.001 0.074
C -1.054 0.027 0.020 -0.597
N -0.345 1.139 0.492 0.123
N 0.912 1.072 -0.139 0.060
C 1.476 0.020 -0.123 -0.314
O 0.940 -1.001 0.539 0.004
N -0.330 -1.053 -0.191 0.106
H -0.789 1.905 -0.003 0.141
H 2.509 -0.191 -0.650 0.175
H -1.046 -1.858 0.055 0.228

***

# 3
36
Properties=species:S:1:pos:R:3:lowdin_charge:R:1 method="wB97M-V/def2-TZVPD" smiles=CCO.CCO.CCO.CCO gap_ev=10.5149 e_homo_ev=-9.77
C -0.215 -1.504 0.825 -0.084
C 0.089 -0.819 -0.479 -0.282
O -1.114 -0.215 -0.956 -0.104
H -0.860 -2.380 0.691 0.084
H -0.713 -0.903 1.587 0.067
H 0.644 -1.968 1.315 0.057
H 0.530 -1.570 -1.142 0.113
H 0.813 -0.004 -0.398 0.114
H -0.950 0.289 -1.762 0.075
C -2.342 2.042 1.989 -0.087
C -3.450 1.463 1.123 -0.306
O -3.112 1.619 -0.268 -0.118
H -2.149 3.072 1.690 0.072
H -1.418 1.486 1.839 0.056
H -2.672 2.010 3.032 0.073
H -4.410 1.957 1.271 0.105
H -3.610 0.389 1.274 0.109
H -2.496 0.899 -0.505 0.031
C 2.095 -4.433 1.045 -0.101
C 3.371 -3.912 1.663 -0.317
O 4.316 -3.709 0.603 -0.088
H 2.271 -5.432 0.633 0.077
H 1.761 -3.860 0.182 0.064
H 1.332 -4.543 1.814 0.077
H 3.745 -4.613 2.412 0.108
H 3.233 -2.930 2.124 0.105
H 5.016 -3.127 0.904 0.076
C 0.317 4.165 -2.020 -0.090
C -0.244 2.837 -2.476 -0.328
O 0.404 2.369 -3.648 -0.069
H 0.320 4.931 -2.799 0.073
H 1.362 4.127 -1.698 0.074
H -0.222 4.583 -1.165 0.074
H -1.322 2.919 -2.655 0.117
H -0.197 2.140 -1.635 0.088
H -0.122 2.622 -4.409 0.083

***

# 4
91
Properties=species:S:1:pos:R:3:lowdin_charge:R:1 method="wB97M-V/def2-TZVPD" gap_ev=7.2789 e_homo_ev=-5.42 charge=-1
C 7.907 4.576 -0.702 -0.092
C 6.433 4.310 -1.108 -0.516
C 6.328 3.013 -1.899 -0.096
C 5.850 5.531 -1.837 -0.286
Ga 3.835 5.630 -1.763 0.042
Br 3.143 7.432 -0.270 -0.028
N 3.068 3.910 -1.160 0.039
C 3.280 3.631 -0.011 -0.509
O 3.590 3.258 1.074 0.049
H 8.360 5.308 -1.373 0.065
H 7.912 5.034 0.290 0.072
H 8.497 3.658 -0.692 0.058
H 5.880 4.189 -0.173 0.095
H 6.520 2.199 -1.201 0.048
H 5.329 2.838 -2.302 0.063
H 7.079 2.944 -2.691 0.078
H 6.214 5.605 -2.866 0.049
H 6.199 6.423 -1.304 0.038
H 3.227 6.014 -3.191 -0.094
F -0.177 -1.897 -1.745 0.020
C 0.350 -0.853 -2.439 -0.280
C 0.902 0.201 -1.742 -0.008
C 1.442 1.263 -2.456 -0.059
C 1.412 1.253 -3.844 -0.083
C 0.847 0.181 -4.522 -0.091
C 0.312 -0.889 -3.817 -0.033
H 0.908 0.189 -0.660 0.118
H 1.887 2.100 -1.933 0.069
H 1.831 2.084 -4.395 0.106
H 0.821 0.175 -5.604 0.100
H -0.127 -1.739 -4.323 0.110
F 7.013 1.795 0.637 0.047
C 7.048 1.277 1.880 -0.264
C 5.884 1.274 2.624 0.002
C 5.917 0.743 3.905 -0.077
C 7.102 0.235 4.423 -0.105
C 8.259 0.254 3.656 -0.097
C 8.237 0.776 2.370 -0.020
H 4.976 1.686 2.200 0.097
H 5.014 0.730 4.502 0.102
H 7.123 -0.173 5.425 0.096
H 9.184 -0.137 4.060 0.098
H 9.125 0.797 1.752 0.114
F -2.752 -6.495 1.810 0.046
C -2.882 -5.274 1.243 -0.290
C -3.886 -4.438 1.686 -0.031
C -4.014 -3.183 1.105 -0.087
C -3.150 -2.791 0.092 -0.082
C -2.149 -3.650 -0.340 -0.073
C -2.008 -4.903 0.242 -0.012
H -4.553 -4.769 2.472 0.107
H -4.793 -2.512 1.443 0.103
H -3.255 -1.814 -0.361 0.106
H -1.484 -3.348 -1.128 0.079
H -1.230 -5.587 -0.073 0.117
F -10.930 -2.030 -0.554 0.053
C -9.921 -2.642 0.101 -0.285
C -8.933 -3.270 -0.629 -0.011
C -7.896 -3.896 0.045 -0.074
C -7.864 -3.888 1.431 -0.097
C -8.866 -3.250 2.149 -0.082
C -9.907 -2.617 1.482 -0.020
H -8.979 -3.271 -1.710 0.105
H -7.111 -4.389 -0.513 0.106
H -7.052 -4.380 1.950 0.089
H -8.841 -3.244 3.230 0.104
H -10.696 -2.108 2.019 0.115
F -5.970 -2.609 -2.822 0.058
C -6.379 -3.480 -3.761 -0.295
C -5.606 -4.594 -4.028 -0.014
C -6.036 -5.493 -4.993 -0.083
C -7.220 -5.268 -5.682 -0.100
C -7.980 -4.142 -5.401 -0.085
C -7.563 -3.242 -4.431 -0.028
H -4.682 -4.747 -3.485 0.118
H -5.443 -6.372 -5.207 0.104
H -7.549 -5.971 -6.436 0.099
H -8.902 -3.961 -5.938 0.104
H -8.147 -2.362 -4.194 0.117
F 4.062 3.181 6.420 0.043
C 2.879 3.391 5.799 -0.289
C 2.875 3.730 4.461 -0.008
C 1.657 3.939 3.831 -0.066
C 0.471 3.816 4.544 -0.095
C 0.502 3.477 5.890 -0.097
C 1.714 3.258 6.528 -0.032
H 3.808 3.829 3.921 0.116
H 1.640 4.197 2.781 0.102
H -0.476 3.982 4.048 0.099
H -0.421 3.384 6.448 0.098
H 1.762 2.986 7.574 0.111

***

# 5
76
Properties=species:S:1:pos:R:3:mulliken_spin:R:1 method="wB97M-V/def2-TZVPD" gap_ev="5.7258 / 5.7648" e_homo_ev="-12.51 / -12.51" s_squared=12.211 spin_multiplicity=7 charge=+2
Eu 0.823 0.320 -0.427 6.260
C 3.395 1.591 1.812 0.004
C 2.379 2.657 2.247 -0.001
O 1.165 2.398 1.551 -0.008
C 0.200 3.417 1.777 0.003
C -1.049 3.086 0.954 -0.007
O -0.737 2.718 -0.389 -0.002
C -0.343 3.821 -1.215 0.000
C 0.706 3.307 -2.210 0.003
O 1.675 2.499 -1.556 0.000
C 2.782 3.221 -1.008 0.002
C 3.818 2.217 -0.480 0.000
O 3.268 1.266 0.432 -0.003
H 3.205 0.652 2.345 -0.002
H 4.412 1.939 2.037 0.000
H 2.753 3.663 2.003 0.000
H 2.217 2.614 3.331 0.000
H 0.622 4.393 1.491 0.000
H -0.068 3.460 2.839 0.000
H -1.746 3.932 0.970 0.000
H -1.516 2.199 1.386 0.003
H 0.078 4.630 -0.611 0.000
H -1.218 4.210 -1.750 0.000
H 1.179 4.144 -2.734 0.000
H 0.220 2.655 -2.943 -0.002
H 2.444 3.894 -0.211 0.000
H 3.252 3.826 -1.793 0.000
H 4.647 2.764 -0.021 0.000
H 4.197 1.626 -1.318 0.000
N -1.603 -0.836 -2.685 0.001
N -0.939 -1.881 -3.340 -0.001
C 0.386 -2.028 -3.185 0.003
N 1.007 -3.058 -3.739 0.000
N 0.973 -1.038 -2.503 -0.003
N 2.252 -1.044 -2.275 -0.003
O 2.958 -2.027 -2.436 -0.001
O 2.714 0.026 -1.896 -0.008
H -2.435 -1.202 -2.218 0.000
H -1.884 -0.115 -3.350 0.000
H -1.444 -2.519 -3.950 0.000
H 0.521 -3.725 -4.315 0.000
H 2.005 -3.166 -3.577 0.000
C -5.529 0.173 0.313 0.000
N -4.299 -0.559 0.439 0.000
C -4.246 -1.781 -0.306 0.000
C -3.081 0.206 0.479 -0.013
C -2.138 -0.317 1.554 0.047
C -2.732 -0.806 2.713 -0.014
C -1.965 -1.267 3.761 0.012
C -0.587 -1.204 3.655 -0.016
C 0.001 -0.705 2.503 0.024
C -0.741 -0.260 1.383 -0.254
H -6.360 -0.492 0.533 0.000
H -5.682 0.589 -0.692 0.000
H -5.541 0.988 1.034 0.000
H -5.076 -2.419 -0.006 0.000
H -3.313 -2.295 -0.085 0.000
H -4.332 -1.620 -1.396 0.000
H -3.352 1.238 0.720 -0.001
H -2.539 0.227 -0.491 0.008
H -3.809 -0.833 2.777 -0.001
H -2.430 -1.660 4.652 0.000
H 0.034 -1.549 4.468 -0.001
H 1.097 -0.672 2.479 -0.007
Se 4.051 -1.668 0.121 0.000
N 3.908 -3.384 0.184 0.001
C 2.622 -3.729 0.211 -0.001
C 2.054 -5.015 0.267 0.001
C 0.682 -5.093 0.278 -0.001
C -0.101 -3.929 0.163 -0.001
N 0.388 -2.708 0.079 -0.003
C 1.723 -2.614 0.180 -0.005
N 2.318 -1.418 0.207 -0.011
H 2.691 -5.884 0.300 0.000
H 0.191 -6.050 0.349 0.000
H -1.180 -3.994 0.134 0.000

***

# 6
13
Properties=species:S:1:pos:R:3:lowdin_charge:R:1 method="wB97M-V/def2-TZVPD" gap_ev="9.3638 / 8.3156" e_homo_ev="-9.27 / -8.51"
C -2.843 0.382 0.079 0.129
C -1.850 -0.422 0.002 -0.242
C -0.312 -0.517 -0.120 -0.142
C 0.687 0.701 -0.031 -0.488
C 2.095 0.164 0.082 -0.056
N 0.340 1.866 -0.049 0.227
H -2.129 -1.484 -0.026 0.091
H -3.198 1.375 0.171 0.021
H 0.014 -1.247 0.628 0.108
H -0.124 -0.961 -1.105 0.114
H 2.782 0.933 -0.259 0.076
H 2.238 -0.741 -0.502 0.076
H 2.301 -0.049 1.130 0.085

***

# 7
76
Properties=species:S:1:pos:R:3:lowdin_charge:R:1 method="wB97M-V/def2-TZVPD" gap_ev=7.1403 e_homo_ev=-13.57 charge=+2
Zr -0.087 -0.127 1.436 1.891
C -0.404 2.728 2.112 -0.058
N -0.641 1.478 2.868 -0.400
C 0.007 1.599 4.190 -0.050
C -2.103 1.334 3.070 -0.161
C -2.814 1.069 1.759 -0.259
C -4.129 1.489 1.600 -0.021
C -4.788 1.252 0.406 -0.046
C -4.111 0.637 -0.632 -0.062
C -2.793 0.233 -0.466 -0.114
C -2.103 0.414 0.736 -0.227
H -0.783 3.594 2.672 0.123
H -0.911 2.688 1.139 0.094
H 0.670 2.859 1.949 0.097
H -0.582 2.247 4.851 0.116
H 0.995 2.055 4.093 0.100
H 0.129 0.620 4.663 0.091
H -2.505 2.250 3.529 0.143
H -2.297 0.505 3.763 0.118
H -4.636 1.999 2.403 0.121
H -5.814 1.554 0.284 0.116
H -4.611 0.468 -1.572 0.111
H -2.310 -0.239 -1.319 0.077
C 3.130 0.292 -4.578 -0.450
C 3.658 0.357 -3.151 -0.347
S 2.162 0.893 -2.208 1.098
C 2.436 2.662 -1.823 -0.357
C 1.169 3.440 -2.177 -0.471
S -0.317 2.374 -2.255 0.861
C -0.548 2.199 -4.069 -0.490
C 0.335 1.159 -4.736 -0.488
S 2.071 1.769 -4.821 0.921
H 2.538 -0.600 -4.763 0.090
H 3.940 0.337 -5.304 0.094
H 4.438 1.104 -3.030 0.101
H 4.010 -0.605 -2.794 0.092
H 3.283 2.997 -2.417 0.100
H 2.674 2.745 -0.764 0.095
H 1.264 3.928 -3.144 0.069
H 0.976 4.195 -1.418 0.085
H -0.414 3.183 -4.519 0.086
H -1.593 1.912 -4.178 0.083
H -0.002 0.989 -5.758 0.088
H 0.324 0.222 -4.182 0.047
Br -2.221 -6.012 4.461 0.877
C -1.760 -4.358 3.693 -0.633
C -1.650 -3.206 4.470 -0.048
C -1.300 -2.028 3.844 -0.086
N -1.082 -1.903 2.529 -0.011
C -1.172 -3.025 1.775 -0.170
C -1.509 -4.257 2.327 -0.015
C -0.910 -2.885 0.325 -0.156
C -1.154 -3.914 -0.580 -0.007
C -0.927 -3.709 -1.938 -0.628
Br -1.191 -5.104 -3.172 0.875
C -0.523 -2.444 -2.365 -0.052
C -0.318 -1.473 -1.408 -0.137
N -0.453 -1.687 -0.090 -0.035
H -1.829 -3.238 5.533 0.123
H -1.199 -1.132 4.448 0.103
H -1.564 -5.148 1.729 0.110
H -1.518 -4.876 -0.258 0.112
H -0.380 -2.241 -3.415 0.115
H -0.050 -0.460 -1.692 0.068
F 4.842 -1.357 1.251 0.174
C 3.607 -0.930 1.383 -0.255
C 2.531 -1.897 1.050 -0.017
F 1.363 -1.642 1.977 -0.213
C 2.330 -1.219 -0.212 -0.215
F 2.843 -1.812 -1.298 0.099
C 2.106 0.282 -0.352 -0.542
O 0.968 0.810 0.086 -0.334
C 3.368 0.599 0.438 -0.222
F 4.444 0.956 -0.262 0.136
C 3.365 0.431 1.867 0.009
F 2.026 0.615 2.406 -0.129

***

# 8
46
Properties=species:S:1:pos:R:3:lowdin_charge:R:1 method="wB97M-V/def2-TZVPD" smiles="O=C(Cl)C[C@@H]1CNC(=O)C1.CCOC(C)=O.CCOC(C)=O" gap_ev=10.1885 e_homo_ev=-9.76
O -6.932 0.988 -1.564 0.097
C -6.627 1.279 -2.639 -0.797
Cl -6.976 2.915 -3.337 0.604
C -5.911 0.283 -3.592 -0.113
C -4.511 -0.055 -3.007 -0.300
C -3.275 -0.106 -3.933 -0.158
N -2.227 -0.417 -2.935 0.060
C -2.775 -1.160 -1.867 -0.460
O -2.249 -1.509 -0.867 0.100
C -4.282 -1.408 -2.256 -0.030
H -6.539 -0.636 -3.571 0.132
H -5.882 0.655 -4.631 0.107
H -4.246 0.704 -2.238 0.150
H -3.336 -0.988 -4.622 0.124
H -3.067 0.731 -4.624 0.126
H -1.329 -0.710 -3.302 0.142
H -4.251 -2.205 -3.026 0.130
H -5.016 -1.482 -1.439 0.129
C -0.674 -0.830 4.733 -0.067
C -0.620 0.361 3.798 -0.235
O 0.570 0.345 3.003 0.001
C 0.689 -0.327 1.842 -0.495
C -0.355 -1.348 1.470 0.008
O 1.662 -0.152 1.153 0.082
H -0.706 -1.771 4.182 0.068
H -1.555 -0.775 5.374 0.081
H 0.217 -0.859 5.362 0.083
H -1.508 0.440 3.170 0.114
H -0.574 1.278 4.386 0.121
H -0.037 -2.328 1.827 0.101
H -0.443 -1.372 0.389 0.060
H -1.348 -1.123 1.853 0.071
C 4.297 0.574 1.006 -0.077
C 5.559 -0.011 1.605 -0.224
O 6.505 -0.374 0.589 0.000
C 7.391 0.479 0.049 -0.535
C 7.226 1.960 0.291 0.005
O 8.260 0.064 -0.672 0.096
H 4.504 1.498 0.461 0.073
H 3.569 0.789 1.782 0.065
H 3.856 -0.122 0.296 0.076
H 6.016 0.650 2.345 0.111
H 5.313 -0.936 2.127 0.122
H 6.638 2.390 -0.519 0.094
H 8.214 2.419 0.298 0.088
H 6.766 2.203 1.247 0.067

***

no.,DFT total energy (eV)
1,-51188.4778
2,-10684.1202
3,-16873.8741
4,-185431.0578
5,-134787.2453
6,-6783.4096
7,-226590.8296
8,-41204.5410